1.
Computed, not measured: 2 unconnected molecules or ions with the total composition C18H22BCl3N2O2, with ωB97M-V with the def2-TZVPD basis set.

The geometry in XYZ format:
```
48
Properties=species:S:1:pos:R:3:forces:R:3:lowdin_charge:R:1
Cl 3.080 -2.037 3.127 -0.48 0.56 -0.06 0.48
B 2.369 -0.322 2.911 2.50 0.49 0.08 -1.85
Cl 2.371 0.659 4.519 -0.46 -0.48 -0.38 0.47
Cl 3.416 0.656 1.696 -0.41 -0.03 0.56 0.55
O 1.004 -0.472 2.416 -3.52 0.70 -0.21 -0.04
C 0.012 0.327 2.234 2.18 -0.82 1.12 0.02
C -1.262 0.077 2.839 -0.94 -0.75 0.57 -0.15
C -2.180 1.118 3.148 0.40 -0.44 -0.64 0.00
C -3.469 0.814 3.555 -0.26 -0.33 0.20 -0.06
C -3.872 -0.524 3.705 0.56 -0.21 -0.55 -0.04
C -2.921 -1.555 3.565 -0.14 0.04 0.08 -0.05
C -1.617 -1.255 3.183 0.02 0.34 -0.06 0.02
H 0.183 1.237 1.671 0.21 0.32 -0.14 0.16
H -1.842 2.145 3.080 -0.16 0.05 -0.25 0.12
H -4.194 1.607 3.744 0.31 -0.15 -0.05 0.11
H -4.927 -0.783 3.857 0.52 0.22 0.23 0.12
H -3.204 -2.604 3.738 0.14 0.64 -0.05 0.12
H -0.844 -2.022 3.132 -0.29 0.09 -0.23 0.13
C 4.393 0.000 -1.756 0.24 0.36 -0.29 -0.09
C 3.385 -0.973 -1.197 -0.55 -0.23 0.90 -0.25
N 1.988 -0.940 -1.662 -0.59 0.65 -0.16 -0.07
C 1.671 -1.877 -2.738 -0.04 0.54 -0.02 -0.24
C 0.926 -3.130 -2.308 0.12 -0.14 -0.09 -0.08
C 1.176 0.181 -1.392 1.54 0.02 0.21 -0.44
C -0.239 0.036 -1.532 -0.16 -0.60 -0.29 -0.04
N -1.082 1.111 -1.747 -0.18 -0.25 0.58 -0.05
C -0.708 2.403 -1.433 -0.63 -0.26 -0.36 -0.01
C -1.617 3.437 -1.544 -0.05 -0.29 -0.11 -0.05
C -2.938 3.195 -1.901 0.11 -0.02 -0.17 -0.08
C -3.286 1.890 -2.271 0.04 0.00 0.19 -0.07
C -2.372 0.863 -2.205 0.56 0.52 0.34 -0.03
O 1.721 1.242 -1.014 -0.35 -0.59 -0.11 -0.04
H 5.371 -0.241 -1.321 -0.15 -0.01 -0.11 0.08
H 4.479 -0.094 -2.845 0.00 0.12 0.06 0.07
H 4.166 1.036 -1.490 -0.10 -0.22 -0.12 0.06
H 3.727 -1.990 -1.425 -0.05 0.09 0.30 0.11
H 3.342 -0.842 -0.106 0.22 -0.29 -0.52 0.03
H 1.100 -1.329 -3.503 0.11 -0.28 0.03 0.12
H 2.646 -2.157 -3.169 -0.44 0.02 -0.12 0.12
H 0.807 -3.781 -3.179 -0.04 -0.07 0.11 0.07
H 1.491 -3.670 -1.541 -0.12 0.07 -0.07 0.08
H -0.069 -2.904 -1.919 0.12 -0.03 0.01 0.05
H -0.699 -0.951 -1.558 0.07 0.48 -0.31 0.09
H 0.300 2.512 -1.060 0.02 -0.11 -0.16 0.10
H -1.235 4.430 -1.336 -0.24 -0.01 0.13 0.11
H -3.672 3.995 -1.901 0.13 -0.16 -0.15 0.10
H -4.291 1.664 -2.613 0.11 -0.01 0.08 0.11
H -2.587 -0.178 -2.451 0.09 0.47 0.02 0.13
```
Positions in Å, forces in eV/Å.

HOMO   -0.2670 Ha
Lowest unoccupied orbital energy   -2.221 eV

2.
Computed, not measured: a molecular structure, C42H38FeN3OS3Se4, with ωB97M-V with the def2-TZVPD basis set.

The geometry in XYZ format:
```
92
Properties=species:S:1:pos:R:3:forces:R:3:mulliken_spin:R:1
Fe -0.724 0.355 0.477 -0.14 -0.22 0.71 3.16
N -1.004 2.240 -0.376 0.12 -0.13 -0.27 -0.05
C -1.798 3.122 0.428 -0.01 -0.04 0.00 -0.01
C -2.944 3.693 -0.099 -0.01 0.01 0.00 0.01
C -3.733 4.516 0.689 0.01 -0.01 0.00 0.00
C -3.362 4.764 2.002 0.00 0.00 0.01 0.00
C -2.218 4.178 2.521 -0.02 0.01 0.00 0.00
C -1.415 3.343 1.748 0.00 0.01 -0.01 -0.02
C -0.237 2.659 2.337 0.02 0.03 0.05 0.01
C 0.509 3.331 3.310 -0.04 0.02 -0.02 -0.03
C 1.518 2.695 4.009 0.02 -0.04 0.01 0.03
C 1.774 1.354 3.765 0.00 0.04 0.01 -0.03
C 1.058 0.682 2.784 0.03 0.03 -0.05 0.02
C 0.092 1.332 2.026 0.04 -0.04 -0.16 -0.29
H -1.427 2.077 -1.282 0.04 0.02 -0.06 0.01
H -0.074 2.612 -0.557 0.04 0.00 0.08 0.02
H -3.219 3.485 -1.127 0.00 0.00 0.00 0.00
H -4.633 4.956 0.280 0.00 0.00 0.00 0.00
H -3.975 5.397 2.630 0.00 0.00 0.00 0.00
H -1.960 4.338 3.559 0.00 -0.01 0.00 0.00
H 0.294 4.374 3.511 -0.01 -0.01 0.00 0.00
H 2.090 3.239 4.750 -0.01 0.00 0.00 0.00
H 2.534 0.826 4.328 0.00 0.00 0.00 0.00
H 1.272 -0.363 2.611 0.00 0.01 0.00 0.01
S -2.210 -0.675 -1.046 0.04 0.19 -0.06 0.09
C -2.927 -1.807 0.048 0.06 -0.05 0.02 0.28
N -3.211 -3.066 -0.376 -0.14 0.04 -0.02 0.17
C -3.739 -4.037 0.564 0.02 -0.01 0.03 0.01
C -4.645 -3.340 1.551 0.02 -0.01 -0.01 -0.01
N -3.931 -2.243 2.177 -0.11 0.11 -0.03 0.15
C -3.936 -2.189 3.633 0.08 -0.03 0.01 -0.01
C -3.091 -3.305 4.202 0.01 0.00 0.01 0.00
C -1.738 -3.371 3.867 0.00 -0.01 -0.01 0.00
C -0.951 -4.401 4.352 0.00 0.00 0.00 0.00
C -1.503 -5.375 5.177 0.00 -0.01 0.00 0.00
C -2.846 -5.315 5.512 0.00 0.00 0.00 0.00
C -3.638 -4.281 5.023 0.01 0.01 0.02 0.00
C -3.176 -1.430 1.394 0.08 -0.09 0.00 0.17
S -2.457 -0.010 2.069 -0.04 0.02 -0.05 0.18
C -2.810 -3.593 -1.672 0.07 0.00 0.04 -0.04
C -3.983 -3.781 -2.603 0.01 0.02 0.03 0.02
C -4.762 -2.683 -2.968 0.00 0.00 0.00 0.00
C -5.844 -2.844 -3.817 0.00 0.00 -0.01 0.00
C -6.163 -4.104 -4.312 -0.01 0.01 0.00 0.00
C -5.395 -5.199 -3.952 0.01 -0.01 0.00 0.00
C -4.310 -5.036 -3.099 0.01 0.00 -0.02 0.00
H -2.916 -4.528 1.098 0.00 -0.02 -0.01 0.00
H -4.295 -4.792 0.005 -0.01 0.01 -0.01 0.00
H -4.952 -4.041 2.326 -0.01 0.01 0.01 0.00
H -5.540 -2.966 1.042 0.00 0.00 0.00 0.00
H -4.967 -2.261 3.988 0.00 -0.03 -0.01 0.00
H -3.543 -1.222 3.935 -0.03 0.01 0.01 0.00
H -1.306 -2.613 3.220 0.00 -0.01 0.00 0.01
H 0.098 -4.443 4.088 0.00 0.00 0.00 0.00
H -0.886 -6.180 5.555 0.00 0.00 0.00 0.00
H -3.282 -6.071 6.152 0.00 0.00 0.00 0.00
H -4.689 -4.234 5.285 0.00 0.00 0.00 0.00
H -2.304 -4.549 -1.508 0.00 0.00 0.00 0.00
H -2.079 -2.910 -2.103 0.00 -0.02 0.01 0.00
H -4.509 -1.702 -2.581 0.00 0.00 0.00 0.00
H -6.441 -1.986 -4.096 0.00 0.00 0.00 0.00
H -7.010 -4.228 -4.974 0.00 0.00 0.00 0.00
H -5.639 -6.183 -4.332 0.00 0.00 0.00 0.00
H -3.708 -5.893 -2.818 0.00 0.00 0.00 0.00
Se 0.382 -1.887 0.329 0.17 0.06 -0.17 0.07
Se 2.431 -2.328 1.312 -0.06 0.10 0.07 0.05
Se 3.998 -0.731 0.441 -0.10 -0.08 -0.04 0.37
Se 2.866 0.871 -0.558 -0.13 -0.02 0.04 0.56
O 0.207 0.805 -2.442 -0.11 0.04 -0.15 0.03
S -0.359 0.214 -3.699 0.05 0.10 0.05 0.01
C 0.730 0.761 -5.015 0.00 -0.04 0.02 0.01
C 0.222 0.878 -6.298 0.02 -0.03 -0.01 0.00
C 1.064 1.291 -7.322 0.00 0.00 0.00 0.00
C 2.390 1.593 -7.048 0.00 0.00 0.00 0.00
C 2.880 1.489 -5.752 0.00 0.00 0.00 0.01
C 2.050 1.072 -4.724 0.00 0.03 0.01 0.00
C 0.089 -1.517 -3.720 -0.01 0.00 0.02 -0.01
C 1.212 -1.951 -3.035 0.01 0.03 -0.02 0.00
C 1.521 -3.302 -3.049 -0.03 -0.02 0.00 0.01
C 0.709 -4.196 -3.735 0.01 0.00 0.01 0.00
C -0.422 -3.748 -4.406 0.00 0.00 -0.03 0.00
C -0.742 -2.398 -4.394 0.00 -0.02 -0.05 0.00
H -0.819 0.651 -6.495 0.00 0.00 0.00 0.00
H 0.682 1.385 -8.330 0.00 0.00 0.00 0.00
H 3.044 1.920 -7.846 0.00 0.00 0.00 0.00
H 3.913 1.734 -5.540 0.00 0.00 0.00 0.00
H 2.408 0.998 -3.704 -0.01 -0.01 0.00 0.00
H 1.805 -1.244 -2.470 0.00 0.01 0.00 0.02
H 2.385 -3.657 -2.502 0.00 0.00 0.00 0.00
H 0.951 -5.251 -3.736 0.00 0.00 0.00 0.00
H -1.062 -4.449 -4.926 -0.01 0.00 0.00 0.00
H -1.636 -2.036 -4.890 0.00 -0.01 0.01 0.00
```
Positions in Å, forces in eV/Å.

ΔE to the lowest compared entry with this formula, charge and spin   213.3 kJ/mol
2S+1   6
HOMO (alpha / beta)   -0.2310 / -0.2632 Ha
Expectation value of S²   8.92
Lowest unoccupied orbital energy (alpha / beta)   -0.443 / -1.297 eV

3.
Computed, not measured: 7 unconnected molecules or ions with the total composition C3H20O7, with ωB97M-V with the def2-TZVPD basis set.

The geometry in XYZ format:
```
30
Properties=species:S:1:pos:R:3:forces:R:3:lowdin_charge:R:1
O -0.267 0.139 0.767 -0.60 -0.12 0.00 -0.05
H 0.531 0.280 1.276 0.36 0.02 0.31 0.00
H 0.020 -0.358 0.001 -0.01 -0.24 -0.52 0.00
O -2.455 1.621 0.437 -0.98 0.36 -0.17 -0.04
H -3.107 1.413 1.107 -0.21 0.13 0.11 0.06
H -1.816 0.911 0.497 0.90 -0.54 0.17 -0.01
O 1.418 2.006 -1.729 0.54 -0.13 -0.33 -0.06
H 1.119 1.115 -1.908 -0.12 -0.27 -0.02 -0.01
H 0.777 2.354 -1.109 -0.51 0.44 0.45 -0.01
O 2.156 0.206 2.025 0.05 0.03 0.16 -0.03
H 2.952 -0.315 2.131 0.13 -0.25 -0.02 0.06
H 2.422 1.099 2.244 0.06 0.34 0.01 0.06
C -0.156 3.918 1.314 -0.57 0.18 0.10 -0.15
O -0.548 3.425 0.044 1.16 0.57 0.22 -0.13
H 0.432 4.828 1.193 0.00 -0.10 -0.11 0.08
H -1.030 4.149 1.923 -0.23 0.32 -0.06 0.08
H 0.392 3.226 1.956 0.43 -0.44 -0.34 0.06
H -1.302 2.846 0.177 -0.52 -0.34 0.11 0.00
C -0.007 -3.453 0.567 -0.45 -0.20 -1.06 -0.16
O 0.070 -4.789 1.036 0.50 0.15 0.49 -0.11
H -0.969 -2.990 0.786 0.12 0.20 0.34 0.09
H 0.821 -2.824 0.893 -0.10 -0.36 0.61 0.08
H 0.076 -3.449 -0.520 -0.05 -0.04 -0.25 0.05
H -0.746 -5.255 0.841 -0.03 0.18 -0.07 0.07
C -0.421 -1.667 -2.869 0.30 -1.18 -0.59 -0.12
O 0.251 -1.195 -1.700 -0.26 0.41 -0.36 -0.15
H 0.359 -1.759 -3.624 -0.35 0.10 -0.51 0.09
H -0.774 -2.679 -2.671 -0.21 -0.15 -0.02 0.07
H -1.270 -1.121 -3.282 0.31 0.66 0.67 0.09
H 1.070 -1.683 -1.804 0.36 0.27 0.70 0.09
```
Positions in Å, forces in eV/Å.

SMILES   CO.CO.CO.O.O.O.O
ΔE to the lowest compared entry with this formula, charge and spin   175.9 kJ/mol
HOMO   -0.3599 Ha
Lowest unoccupied orbital energy   0.244 eV

4.
Computed, not measured: a gas-phase ion, C6H14NS2 (charge +1), with ωB97M-V with the def2-TZVPD basis set.

The geometry in XYZ format:
```
23
Properties=species:S:1:pos:R:3:forces:R:3:lowdin_charge:R:1
C -2.347 0.861 0.605 0.43 -1.45 -1.60 -0.23
C -0.945 0.900 -0.015 -0.91 1.02 -3.75 -0.17
C -3.302 -0.059 -0.136 2.98 -0.91 -2.73 -0.43
C 1.238 -0.160 -0.093 -0.21 -0.72 0.41 -0.57
C 2.060 1.087 -0.255 -3.99 2.24 0.68 -0.01
C 3.674 -1.372 -0.236 -0.59 -0.04 -1.06 -0.31
N -0.033 -0.207 0.163 -1.15 1.76 0.48 -0.01
S -2.819 -1.929 -0.106 0.03 1.37 -0.38 0.70
S 1.905 -1.717 -0.029 0.80 0.28 -0.29 1.05
H -2.185 0.661 1.606 -0.09 -1.06 2.34 0.09
H -2.831 1.804 0.651 0.08 1.35 -0.51 0.12
H -1.018 0.934 -1.208 -0.18 0.61 2.39 0.18
H -0.487 1.780 0.351 0.63 1.08 0.07 0.09
H -4.274 -0.072 0.166 -2.57 0.39 1.02 0.02
H -3.281 0.297 -1.264 -0.11 -1.13 2.14 0.13
H 2.108 1.559 -1.233 0.12 -0.75 -0.53 0.12
H 3.006 0.870 0.123 1.24 0.52 0.82 0.03
H 1.451 1.966 0.274 1.76 -1.94 -0.43 0.14
H 4.078 -1.515 0.736 0.90 -0.45 0.48 0.04
H 3.921 -0.352 -0.586 -0.25 -1.01 -0.07 0.05
H 3.911 -2.112 -1.008 0.77 0.22 0.50 0.05
H -0.608 -1.005 0.357 0.39 -1.61 0.01 0.05
H -3.224 -2.217 1.140 -0.06 0.24 0.04 -0.14
```
Positions in Å, forces in eV/Å.

ΔE to the lowest compared entry with this formula, charge and spin   19.2 kJ/mol
Charge   +1
HOMO   -0.4710 Ha
Lowest unoccupied orbital energy   -3.798 eV

5.
Computed, not measured: a single C4H10OS molecule, with ωB97M-V with the def2-TZVPD basis set.

The geometry in XYZ format:
```
16
Properties=species:S:1:pos:R:3:forces:R:3:lowdin_charge:R:1
C -1.112 1.874 -0.115 0.20 -0.04 0.46 -0.43
C -0.631 -1.466 0.306 0.22 -0.03 -0.28 -0.32
C 1.043 0.919 -1.340 0.15 0.26 0.54 -0.28
C 0.413 -0.552 0.948 -0.21 0.86 -0.21 -0.31
O -1.834 -1.652 1.027 0.15 0.16 0.37 -0.07
S 0.388 1.294 0.333 -0.57 -1.04 -1.01 0.89
H -1.637 2.349 0.695 -0.03 0.21 0.24 -0.03
H -1.724 1.213 -0.711 -0.04 -0.13 -0.25 -0.01
H -0.962 -1.047 -0.649 0.09 -0.07 -0.01 0.09
H -0.159 -2.440 0.102 -0.10 0.18 -0.05 0.12
H -1.626 -2.013 1.898 -0.02 0.03 -0.13 0.09
H 0.982 1.858 -1.890 0.00 -0.12 0.11 0.05
H 2.075 0.588 -1.271 0.09 -0.12 0.00 0.04
H 0.427 0.168 -1.830 -0.05 0.02 0.10 0.05
H 1.425 -0.900 0.764 0.13 -0.11 0.05 0.07
H 0.252 -0.450 2.019 0.01 -0.07 0.08 0.07
```
Positions in Å, forces in eV/Å.

ΔE to the lowest compared entry with this formula, charge and spin   268.2 kJ/mol
HOMO   -0.2684 Ha
Lowest unoccupied orbital energy   0.683 eV